(1)
This record from the OMol25 dataset describes a molecular structure, C12H44B2BaN3O18P3 at a distorted geometry. The level of theory is ωB97M-V with the def2-TZVPD basis set.

Geometry as XYZ:
```
83
Properties=species:S:1:pos:R:3:lowdin_charge:R:1
Ba 2.744 -3.697 0.585 1.73
B 0.636 -0.711 -0.194 -0.47
H 0.079 -0.961 0.696 -0.10
H 1.670 -0.539 0.064 -0.12
H 0.566 -1.502 -0.924 -0.12
H 0.269 0.185 -0.670 -0.08
B 4.930 -1.883 2.931 -0.46
H 5.587 -1.255 3.512 -0.07
H 4.653 -1.373 2.021 -0.13
H 5.280 -2.862 2.643 -0.12
H 4.005 -2.007 3.473 -0.10
C -3.509 -0.138 -3.176 0.04
N -4.826 0.473 -2.966 -0.45
O -5.291 0.450 -1.846 0.06
O -5.425 1.004 -3.923 0.04
H -3.547 -1.148 -2.769 0.10
H -2.810 0.582 -2.751 0.11
H -3.478 -0.273 -4.257 0.09
C 5.113 1.068 -1.558 0.04
N 5.972 2.029 -2.294 -0.47
O 5.536 2.481 -3.303 0.08
O 7.095 2.229 -1.864 0.06
H 5.141 1.264 -0.486 0.10
H 5.355 0.051 -1.866 0.10
H 4.087 1.311 -1.836 0.09
C 2.541 2.940 3.086 0.05
N 3.446 3.991 2.598 -0.47
O 4.409 4.404 3.276 0.03
O 3.198 4.463 1.539 0.07
H 2.265 3.389 4.040 0.10
H 3.210 2.082 3.146 0.11
H 1.659 2.923 2.446 0.10
C -2.838 -3.984 1.059 -0.10
O -3.180 -3.537 2.373 -0.23
P -2.085 -3.627 3.573 0.49
O -0.738 -4.034 3.090 -0.27
O -2.265 -2.144 4.152 -0.22
C -1.094 -1.476 4.676 -0.07
O -2.821 -4.580 4.709 -0.22
C -4.046 -4.150 5.209 -0.14
H -2.215 -3.211 0.609 0.09
H -3.722 -4.100 0.431 0.09
H -2.385 -4.975 1.095 0.08
H -1.076 -0.482 4.229 0.10
H -0.166 -2.008 4.469 0.08
H -1.105 -1.454 5.765 0.09
H -4.162 -4.247 6.289 0.10
H -4.720 -4.831 4.692 0.09
H -4.387 -3.180 4.846 0.09
C 1.581 -0.969 -5.640 -0.11
O 2.752 -1.585 -6.065 -0.23
P 3.271 -3.001 -5.469 0.50
O 3.286 -3.012 -3.979 -0.27
O 4.637 -3.410 -6.252 -0.20
C 5.730 -2.596 -6.018 -0.14
O 2.232 -4.094 -6.172 -0.24
C 1.877 -4.066 -7.530 -0.13
H 1.741 0.095 -5.467 0.10
H 1.128 -1.471 -4.785 0.09
H 0.900 -0.958 -6.491 0.09
H 6.284 -2.921 -5.138 0.09
H 5.539 -1.532 -5.876 0.09
H 6.310 -2.681 -6.937 0.10
H 0.848 -3.711 -7.587 0.09
H 1.870 -5.076 -7.939 0.09
H 2.552 -3.459 -8.134 0.09
C -6.376 4.990 4.008 -0.13
O -5.037 4.850 4.445 -0.21
P -3.826 4.765 3.361 0.54
O -2.434 4.806 3.940 -0.26
O -4.213 5.924 2.268 -0.24
C -3.144 6.639 1.650 -0.11
O -4.199 3.432 2.426 -0.26
C -3.153 2.663 1.804 -0.09
H -7.065 4.852 4.841 0.09
H -6.634 4.385 3.139 0.09
H -6.633 5.997 3.681 0.08
H -3.553 7.649 1.656 0.09
H -2.887 6.307 0.643 0.09
H -2.200 6.689 2.192 0.08
H -3.149 1.603 2.058 0.09
H -2.204 3.168 1.983 0.07
H -3.391 2.778 0.746 0.08
```

Calculated values
**Frontier orbital gap**: 6.961 eV
**Calculated total energy**: -84385.5234 eV
**Net charge**: 0
**Max |F|**: 4.9 eV/Å

(2)
This record from the OMol25 dataset describes a molecular structure, C2H4N2OS at a distorted geometry. The level of theory is ωB97M-V with the def2-TZVPD basis set.

Geometry as XYZ:
```
10
Properties=species:S:1:pos:R:3:lowdin_charge:R:1
C 0.727 -1.344 0.389 -0.63
C -1.636 0.770 -0.326 -0.28
H 0.970 -2.257 0.847 0.03
H -1.197 -1.329 1.570 0.17
H 0.208 1.184 0.857 0.18
H -2.522 -0.287 -0.097 0.21
N -0.529 -0.766 0.916 -0.20
N -0.828 0.600 0.862 -0.11
O -1.356 1.728 -1.124 -0.03
S 1.771 -0.407 -0.438 0.65
```

Calculated values
**Frontier orbital gap**: 9.170 eV
**Energy above the lowest of the compared OMol25 structures with the same formula, charge and spin**: 4.684 eV
**Calculated total energy**: -17997.9756 eV
**Net charge**: 0
**Max |F|**: 6.5 eV/Å

(3)
This record from the OMol25 dataset describes 10 unconnected molecules or ions with the total composition C53H96F7NO16S2 at a distorted geometry. The level of theory is ωB97M-V with the def2-TZVPD basis set.

Geometry as XYZ:
```
175
Properties=species:S:1:pos:R:3:lowdin_charge:R:1
C -2.643 1.185 0.421 0.01
C -3.779 0.225 0.799 -0.31
O -4.965 0.740 0.231 -0.03
C -6.201 0.360 0.810 -0.30
C -6.779 -0.944 0.273 -0.13
C -8.232 -1.170 0.698 -0.16
C -8.766 -2.442 0.086 -0.21
F -8.919 -2.314 -1.288 -0.05
C -6.189 0.357 2.321 -0.08
O -5.615 1.616 2.755 0.07
C -5.259 1.718 4.044 -0.68
F -5.384 3.001 4.442 0.14
F -3.969 1.356 4.249 0.15
F -6.012 0.953 4.872 0.15
C -3.446 -1.210 0.358 -0.24
C -3.179 -1.368 -1.125 -0.09
C -4.370 -1.678 -2.000 -0.22
O -5.025 -2.857 -1.532 -0.07
O -2.260 -1.536 1.110 -0.04
C -2.251 -2.778 1.771 -0.36
C -2.600 -3.946 0.861 -0.10
C -2.507 -5.355 1.469 -0.15
C -3.679 -6.259 1.038 -0.14
C -3.256 -7.481 0.222 -0.16
O -4.006 -7.599 -1.010 -0.06
C -3.540 -6.751 -1.968 -0.32
O -2.623 -7.011 -2.719 0.09
C -0.822 -2.911 2.345 -0.08
C 0.301 -2.783 1.306 -0.24
C 0.794 -1.358 1.126 -0.43
S 1.618 -0.925 -0.447 0.91
C 1.890 -2.462 -1.309 -1.03
S 2.754 -3.646 -0.586 0.72
N 1.451 -2.596 -2.629 -0.15
C 0.775 -1.414 -3.193 -0.21
C 0.377 -1.689 -4.619 -0.19
O -0.551 -2.764 -4.699 -0.13
C 0.026 -3.934 -4.164 -0.20
C 0.561 -3.769 -2.761 -0.17
C -3.223 -2.727 2.980 -0.48
F -2.833 -3.541 4.002 0.13
F -3.318 -1.468 3.486 0.14
F -4.491 -3.117 2.650 0.13
H -3.019 1.916 -0.289 0.09
H -1.788 0.677 -0.011 0.07
H -2.309 1.738 1.293 0.08
H -3.792 0.215 1.884 0.11
H -6.926 1.109 0.501 0.12
H -6.216 -1.813 0.601 0.11
H -6.793 -0.857 -0.808 0.12
H -8.853 -0.329 0.398 0.12
H -8.303 -1.327 1.773 0.12
H -8.088 -3.269 0.296 0.12
H -9.727 -2.709 0.525 0.11
H -7.198 0.320 2.712 0.13
H -5.622 -0.473 2.740 0.13
H -4.253 -1.864 0.673 0.12
H -2.675 -0.502 -1.541 0.12
H -2.489 -2.200 -1.238 0.11
H -3.992 -1.847 -3.008 0.12
H -5.037 -0.817 -2.052 0.11
H -5.411 -3.288 -2.294 0.09
H -3.615 -3.814 0.498 0.10
H -1.975 -3.906 -0.023 0.11
H -1.593 -5.808 1.088 0.11
H -2.405 -5.365 2.547 0.10
H -4.432 -5.705 0.489 0.11
H -4.162 -6.624 1.941 0.11
H -2.197 -7.449 -0.027 0.12
H -3.429 -8.406 0.756 0.12
H -4.105 -5.811 -2.010 0.14
H -0.708 -3.860 2.852 0.12
H -0.712 -2.126 3.093 0.14
H 0.013 -3.236 0.364 0.08
H 1.136 -3.376 1.667 0.08
H 1.512 -1.131 1.908 0.05
H -0.034 -0.666 1.213 0.06
H 1.470 -0.592 -3.205 0.08
H -0.121 -1.157 -2.636 0.10
H 1.244 -1.903 -5.242 0.12
H -0.128 -0.810 -5.005 0.13
H -0.766 -4.678 -4.124 0.12
H 0.796 -4.325 -4.835 0.13
H 1.105 -4.672 -2.513 0.09
H -0.288 -3.677 -2.080 0.11
C 5.860 -0.081 3.019 -0.02
C 4.842 -0.838 2.198 -0.48
C 5.368 -1.597 1.002 -0.03
O 3.671 -0.836 2.498 0.05
H 5.371 0.418 3.847 0.05
H 6.611 -0.767 3.414 0.09
H 6.361 0.665 2.401 0.09
H 6.094 -2.339 1.340 0.09
H 5.865 -0.909 0.314 0.09
H 4.557 -2.103 0.477 0.00
C 4.650 1.529 -4.000 -0.02
C 3.906 0.667 -4.978 -0.48
C 4.508 0.522 -6.349 -0.01
O 2.872 0.107 -4.676 0.05
H 4.110 1.547 -3.053 0.08
H 5.653 1.126 -3.840 0.06
H 4.725 2.544 -4.388 0.07
H 5.509 0.093 -6.270 0.08
H 4.578 1.503 -6.820 0.07
H 3.883 -0.129 -6.958 0.08
C 4.377 1.173 6.708 -0.01
C 5.876 1.178 6.868 -0.50
C 6.416 1.052 8.271 -0.02
O 6.618 1.282 5.917 0.05
H 4.123 1.268 5.655 0.07
H 3.961 0.239 7.090 0.09
H 3.944 2.012 7.255 0.08
H 6.085 0.113 8.719 0.08
H 6.063 1.884 8.881 0.08
H 7.503 1.067 8.240 0.08
C 2.276 5.757 -6.446 -0.02
C 2.537 4.450 -5.739 -0.49
C 1.670 4.131 -4.545 -0.01
O 3.400 3.689 -6.110 0.06
H 2.962 5.863 -7.282 0.08
H 1.250 5.782 -6.817 0.09
H 2.416 6.590 -5.756 0.09
H 0.622 4.096 -4.844 0.09
H 1.788 4.901 -3.781 0.09
H 1.956 3.167 -4.131 0.07
C 9.612 2.473 -3.447 -0.02
C 8.845 1.617 -4.424 -0.50
C 9.440 1.436 -5.796 -0.02
O 7.797 1.096 -4.118 0.04
H 9.074 2.519 -2.503 0.08
H 10.603 2.049 -3.276 0.09
H 9.727 3.482 -3.844 0.09
H 10.422 0.965 -5.725 0.09
H 9.546 2.405 -6.288 0.09
H 8.794 0.799 -6.393 0.08
C 6.961 5.895 8.519 -0.02
C 6.060 5.060 7.642 -0.50
C 6.364 5.050 6.165 -0.02
O 5.140 4.426 8.103 0.06
H 6.639 5.816 9.554 0.08
H 7.992 5.547 8.434 0.09
H 6.922 6.940 8.208 0.08
H 7.371 4.667 5.992 0.09
H 6.301 6.063 5.764 0.08
H 5.650 4.413 5.649 0.08
C -8.461 4.063 -2.395 -0.02
C -8.822 2.716 -1.820 -0.49
C -10.061 2.050 -2.366 -0.02
O -8.149 2.195 -0.963 0.07
H -7.555 4.430 -1.920 0.08
H -8.296 3.978 -3.470 0.09
H -9.272 4.772 -2.222 0.09
H -9.956 1.889 -3.440 0.09
H -10.933 2.682 -2.192 0.09
H -10.207 1.091 -1.875 0.08
C -7.317 7.202 4.826 -0.03
C -8.161 6.144 5.500 -0.51
C -7.431 4.924 6.004 -0.02
O -9.355 6.273 5.622 0.07
H -7.952 8.025 4.507 0.08
H -6.562 7.576 5.519 0.08
H -6.811 6.778 3.957 0.08
H -6.681 5.212 6.741 0.09
H -6.939 4.417 5.176 0.06
H -8.143 4.244 6.465 0.08
C 9.341 -1.854 -4.189 -0.02
C 9.198 -2.416 -5.582 -0.49
C 8.526 -3.761 -5.705 -0.02
O 9.601 -1.815 -6.550 0.06
H 9.837 -0.891 -4.242 0.06
H 8.358 -1.724 -3.734 0.09
H 9.940 -2.528 -3.574 0.09
H 7.513 -3.711 -5.304 0.09
H 9.085 -4.511 -5.144 0.08
H 8.485 -4.053 -6.752 0.08
```

Calculated values
**Frontier orbital gap**: 8.084 eV
**Calculated total energy**: -131460.0551 eV
**Net charge**: 0
**SMILES**: C[C@@H](O[C@@H](CCCF)COC(F)(F)F)[C@@H](CCO)O[C@@](CCCCOC=O)(CCCSC(=S)N1CCOCC1)C(F)(F)F.CC(C)=O.CC(C)=O.CC(C)=O.CC(C)=O.CC(C)=O.CC(C)=O.CC(C)=O.CC(C)=O.CC(C)=O
**Max |F|**: 1.8 eV/Å

(4)
This record from the OMol25 dataset describes C3H8N2S2 in the gas phase at a distorted geometry. The level of theory is ωB97M-V with the def2-TZVPD basis set.

Geometry as XYZ:
```
15
Properties=species:S:1:pos:R:3:lowdin_charge:R:1
N -0.752 -0.593 2.127 -0.03
C 0.127 -1.237 1.112 -0.36
C 1.145 -0.192 0.664 -0.56
S 0.292 1.214 0.064 0.89
C 0.010 0.761 -1.671 -1.12
N -0.554 1.839 -2.361 -0.02
S 0.388 -0.721 -2.318 0.60
H -1.366 0.081 1.669 0.03
H -1.381 -1.232 2.515 0.03
H 0.761 -2.108 1.496 0.13
H -0.418 -1.751 0.218 0.10
H 1.881 -0.592 0.035 0.04
H 1.535 0.185 1.607 0.07
H -0.748 1.706 -3.351 0.09
H -0.921 2.641 -1.807 0.10
```

Calculated values
**Frontier orbital gap**: 9.071 eV
**Energy above the lowest of the compared OMol25 structures with the same formula, charge and spin**: 0.585 eV
**Calculated total energy**: -27891.1118 eV
**Net charge**: 0
**SMILES**: NCCSC(N)=S
**Max |F|**: 2.5 eV/Å